[1]
{"formula": "C14H16BrO3", "method": "wB97M-V/def2-TZVPD", "symbols": ["C", "C", "C", "O", "C", "H", "H", "H", "H", "H", "H", "C", "C", "O", "C", "C", "C", "C", "C", "C", "Br", "C", "C", "O", "H", "H", "H", "H", "H", "H", "H", "H", "H", "H"], "positions_angstrom": [[-2.357, -0.137, 2.711], [-1.349, 1.017, 2.763], [-0.254, -0.025, 3.052], [0.903, 0.043, 3.361], [-1.241, -1.183, 2.829], [-3.030, -0.144, 3.571], [-2.913, -0.196, 1.774], [-1.195, 1.512, 1.797], [-1.514, 1.748, 3.560], [-1.338, -1.882, 3.665], [-1.036, -1.708, 1.888], [-0.884, -4.313, -1.865], [0.066, -3.149, -1.918], [-0.538, -1.982, -1.340], [0.388, -0.972, -1.323], [-0.128, 0.323, -0.971], [0.670, 1.472, -0.987], [2.098, 1.427, -1.127], [2.869, 2.578, -1.138], [2.256, 3.839, -1.026], [3.308, 5.399, -1.033], [0.855, 3.929, -0.907], [0.077, 2.777, -0.878], [1.562, -1.235, -1.630], [-0.456, -5.099, -2.489], [-0.954, -4.707, -0.848], [-1.879, -4.071, -2.244], [0.979, -3.413, -1.368], [0.337, -2.942, -2.964], [-1.192, 0.399, -0.800], [2.570, 0.459, -1.248], [3.947, 2.500, -1.242], [0.382, 4.906, -0.836], [-1.011, 2.830, -0.788]], "nbo_charge": [-0.403, -0.534, 0.631, -0.518, -0.535, 0.192, 0.213, 0.259, 0.217, 0.215, 0.254, -0.619, -0.069, -0.547, 0.724, -0.565, -0.017, -0.203, -0.243, -0.191, -0.019, -0.237, -0.259, -0.735, 0.197, 0.196, 0.202, 0.191, 0.171, 0.187, 0.246, 0.204, 0.202, 0.191], "e_homo_ev": -2.75, "energy_ev": -90962.965, "total_charge": -1, "lumo_ev": 3.04, "homo_lumo_gap_ev": 5.7877}

***

[2]
{"formula": "C28H59ClFN2O9PS", "method": "wB97M-V/def2-TZVPD", "symbols": ["N", "P", "N", "Cl", "S", "O", "O", "F", "H", "H", "H", "C", "C", "C", "O", "C", "H", "H", "H", "H", "H", "H", "H", "H", "C", "C", "C", "O", "C", "H", "H", "H", "H", "H", "H", "H", "H", "C", "C", "C", "O", "C", "H", "H", "H", "H", "H", "H", "H", "H", "C", "C", "C", "O", "C", "H", "H", "H", "H", "H", "H", "H", "H", "C", "C", "C", "O", "C", "H", "H", "H", "H", "H", "H", "H", "H", "C", "C", "C", "O", "C", "H", "H", "H", "H", "H", "H", "H", "H", "C", "C", "C", "O", "C", "H", "H", "H", "H", "H", "H", "H", "H"], "positions_angstrom": [[1.181, 3.787, -2.156], [1.857, 2.538, -2.765], [0.765, 1.124, -2.694], [-0.116, 1.023, -4.182], [1.467, -0.368, -2.354], [0.645, -1.416, -2.813], [2.861, -0.325, -2.609], [1.300, -0.272, -0.808], [0.273, 3.634, -1.738], [3.094, 2.184, -2.213], [2.085, 2.697, -4.135], [4.786, 6.673, -4.537], [5.922, 5.717, -4.174], [5.161, 4.578, -3.508], [3.881, 4.531, -4.148], [3.681, 5.703, -4.937], [5.036, 7.373, -5.332], [4.484, 7.245, -3.658], [6.422, 5.366, -5.080], [6.673, 6.157, -3.519], [5.011, 4.767, -2.440], [5.651, 3.609, -3.627], [3.752, 5.435, -5.997], [2.680, 6.091, -4.743], [4.236, 4.943, 2.200], [4.031, 6.419, 1.866], [4.438, 6.465, 0.399], [4.107, 5.189, -0.149], [3.790, 4.277, 0.906], [3.664, 4.608, 3.064], [5.294, 4.741, 2.386], [2.977, 6.681, 1.974], [4.616, 7.096, 2.487], [5.517, 6.628, 0.292], [3.914, 7.237, -0.167], [2.708, 4.107, 0.901], [4.290, 3.324, 0.722], [-0.535, -4.842, -1.248], [-1.476, -6.034, -1.107], [-2.818, -5.345, -0.897], [-2.753, -4.109, -1.616], [-1.402, -3.857, -2.019], [0.393, -5.082, -1.764], [-0.284, -4.436, -0.265], [-1.483, -6.612, -2.029], [-1.215, -6.704, -0.289], [-2.995, -5.120, 0.161], [-3.659, -5.932, -1.270], [-1.320, -4.019, -3.100], [-1.156, -2.819, -1.809], [-0.616, 3.992, 5.236], [-0.189, 5.393, 5.672], [1.328, 5.259, 5.691], [1.658, 4.309, 4.677], [0.474, 3.642, 4.231], [-1.615, 3.953, 4.803], [-0.588, 3.310, 6.086], [-0.495, 6.132, 4.928], [-0.596, 5.694, 6.637], [1.680, 4.882, 6.657], [1.843, 6.197, 5.477], [0.223, 4.004, 3.227], [0.672, 2.571, 4.171], [-3.911, 1.364, 8.484], [-3.075, 0.091, 8.350], [-1.972, 0.548, 7.405], [-1.770, 1.939, 7.667], [-2.832, 2.439, 8.482], [-4.529, 1.392, 9.380], [-4.563, 1.478, 7.616], [-2.654, -0.185, 9.319], [-3.632, -0.761, 7.965], [-2.271, 0.426, 6.358], [-1.031, 0.020, 7.558], [-2.449, 2.618, 9.492], [-3.176, 3.389, 8.069], [-6.166, -4.472, -2.411], [-7.398, -3.975, -3.166], [-8.251, -5.236, -3.228], [-7.951, -5.981, -2.048], [-6.794, -5.435, -1.411], [-5.589, -3.683, -1.933], [-5.500, -5.010, -3.089], [-7.906, -3.201, -2.588], [-7.173, -3.571, -4.152], [-7.997, -5.843, -4.104], [-9.322, -5.029, -3.252], [-7.107, -4.911, -0.502], [-6.130, -6.252, -1.125], [1.475, -9.118, -4.740], [2.023, -7.697, -4.858], [0.854, -6.874, -4.332], [0.195, -7.690, -3.361], [0.678, -9.032, -3.445], [2.247, -9.885, -4.708], [0.812, -9.336, -5.580], [2.894, -7.575, -4.212], [2.309, -7.419, -5.871], [0.145, -6.634, -5.132], [1.166, -5.942, -3.860], [1.313, -9.234, -2.575], [-0.171, -9.716, -3.418]], "lowdin_charge": [-0.263, 0.639, -0.773, 0.649, 0.470, -0.265, -0.266, -0.130, -0.025, 0.017, -0.002, -0.165, -0.164, -0.199, -0.200, -0.202, 0.110, 0.112, 0.112, 0.111, 0.102, 0.117, 0.117, 0.119, -0.162, -0.167, -0.209, -0.168, -0.205, 0.096, 0.114, 0.113, 0.110, 0.116, 0.116, 0.112, 0.115, -0.161, -0.164, -0.202, -0.148, -0.201, 0.098, 0.114, 0.096, 0.115, 0.118, 0.102, 0.120, 0.094, -0.167, -0.165, -0.204, -0.158, -0.201, 0.115, 0.094, 0.112, 0.109, 0.117, 0.115, 0.115, 0.116, -0.169, -0.169, -0.202, -0.164, -0.203, 0.111, 0.114, 0.113, 0.111, 0.118, 0.117, 0.118, 0.117, -0.176, -0.170, -0.211, -0.142, -0.208, 0.109, 0.115, 0.112, 0.110, 0.115, 0.114, 0.118, 0.107, -0.169, -0.167, -0.202, -0.161, -0.200, 0.111, 0.113, 0.114, 0.111, 0.120, 0.108, 0.118, 0.118], "e_homo_ev": -9.02, "energy_ev": -86758.950, "lumo_ev": -0.20, "homo_lumo_gap_ev": 8.8159}

***

[3]
{"formula": "NO4S2", "method": "wB97M-V/def2-TZVPD", "symbols": ["N", "O", "O", "O", "O", "S", "S"], "positions_angstrom": [[1.342, -0.537, -0.050], [-1.637, 0.830, 1.433], [1.674, -1.315, 0.839], [2.135, 0.043, -0.774], [-1.738, 1.299, -1.066], [-2.536, -1.233, -0.174], [-1.454, 0.384, 0.077]], "nbo_charge": [0.414, -0.901, -0.381, -0.386, -0.894, -0.548, 1.695], "e_homo_ev": [-4.89, -4.30], "relative_energy_kj_mol": 338.2, "energy_ev": -31347.950, "total_charge": -1, "lumo_ev": [2.10, 1.19], "homo_lumo_gap_ev": [6.9968, 5.4953]}

***

[4]
{"formula": "C14H28NO8", "method": "wB97M-V/def2-TZVPD", "symbols": ["C", "C", "O", "C", "C", "O", "C", "C", "O", "C", "N", "C", "O", "C", "C", "O", "H", "H", "H", "H", "H", "H", "H", "H", "H", "H", "H", "H", "H", "H", "H", "H", "H", "H", "H", "H", "H", "H", "C", "C", "C", "O", "C", "O", "O", "H", "H", "H", "H", "H", "H"], "positions_angstrom": [[-0.829, 0.506, -0.348], [-2.325, 0.392, -0.139], [-2.796, -0.251, 1.050], [-1.874, -0.775, 1.947], [-1.382, -2.156, 1.508], [-0.038, -2.365, 1.937], [0.501, -3.593, 1.436], [1.345, -3.323, 0.217], [2.567, -2.663, 0.608], [2.660, -1.348, 0.250], [1.962, -0.486, 1.275], [2.481, -0.721, 2.642], [1.918, 0.302, 3.397], [2.385, 0.372, 4.727], [1.929, -0.713, 5.653], [3.093, 1.313, 5.051], [-0.370, 1.010, 0.502], [-0.325, -0.436, -0.549], [-0.666, 1.161, -1.191], [-2.765, -0.116, -0.988], [-2.729, 1.400, -0.157], [-1.043, -0.110, 2.195], [-2.408, -0.916, 2.881], [-1.476, -2.258, 0.427], [-2.021, -2.913, 1.955], [1.120, -4.037, 2.208], [-0.301, -4.285, 1.201], [0.783, -2.712, -0.485], [1.622, -4.255, -0.262], [2.252, -1.131, -0.734], [3.702, -1.049, 0.252], [0.945, -0.637, 1.267], [2.134, 0.497, 1.062], [2.182, -1.704, 2.981], [3.566, -0.659, 2.592], [2.329, -0.486, 6.630], [2.302, -1.679, 5.331], [0.848, -0.735, 5.728], [-1.087, 3.863, -6.389], [-1.952, 3.228, -5.330], [-1.840, 3.820, -3.944], [-2.189, 2.698, -3.112], [-1.868, 1.573, -3.793], [-1.869, 0.482, -3.319], [-1.547, 1.863, -5.067], [-0.973, 3.192, -7.238], [-1.536, 4.792, -6.738], [-0.089, 4.083, -6.006], [-2.994, 3.198, -5.656], [-2.518, 4.650, -3.763], [-0.819, 4.123, -3.704]], "nbo_charge": [-0.649, -0.072, -0.518, -0.081, -0.097, -0.583, -0.098, -0.105, -0.509, 0.102, -0.565, 0.100, -0.554, 0.793, -0.740, -0.482, 0.183, 0.176, 0.254, 0.207, 0.191, 0.154, 0.206, 0.175, 0.190, 0.206, 0.207, 0.183, 0.220, 0.204, 0.211, 0.482, 0.441, 0.214, 0.194, 0.265, 0.236, 0.256, -0.630, 0.064, -0.094, -0.500, 0.976, -0.602, -0.487, 0.241, 0.232, 0.214, 0.193, 0.215, 0.183], "e_homo_ev": -12.34, "energy_ev": -32834.577, "total_charge": 1, "lumo_ev": -2.50, "homo_lumo_gap_ev": 9.8366}

***

[5]
{"formula": "C22H19ClN4O3S", "method": "wB97M-V/def2-TZVPD", "symbols": ["C", "N", "N", "C", "C", "C", "C", "C", "Cl", "C", "C", "C", "C", "C", "C", "O", "N", "C", "C", "N", "C", "O", "C", "C", "C", "C", "O", "C", "C", "S", "C", "H", "H", "H", "H", "H", "H", "H", "H", "H", "H", "H", "H", "H", "H", "H", "H", "H", "H", "H"], "positions_angstrom": [[-4.274, -4.286, 1.365], [-3.845, -3.001, 0.900], [-4.676, -1.952, 0.888], [-4.020, -0.896, 0.421], [-4.676, 0.392, 0.290], [-6.066, 0.470, 0.396], [-6.718, 1.679, 0.270], [-5.979, 2.830, 0.034], [-6.789, 4.348, -0.132], [-4.598, 2.777, -0.065], [-3.953, 1.561, 0.063], [-2.684, -1.276, 0.107], [-1.447, -0.831, -0.416], [-0.520, -1.833, -0.458], [0.868, -2.017, -0.892], [1.318, -3.159, -0.860], [1.624, -0.976, -1.320], [1.237, 0.420, -1.283], [2.421, 1.308, -1.660], [3.581, 0.989, -0.858], [4.176, 1.992, -0.161], [3.767, 3.143, -0.228], [5.345, 1.693, 0.678], [6.051, 2.612, 1.416], [7.086, 1.900, 2.054], [6.940, 0.603, 1.663], [5.897, 0.465, 0.835], [3.943, -0.414, -0.798], [3.004, -1.235, -1.676], [-1.124, -3.385, 0.131], [-2.637, -2.640, 0.437], [-3.683, -4.595, 2.229], [-4.162, -5.032, 0.576], [-5.321, -4.202, 1.647], [-6.620, -0.437, 0.580], [-7.792, 1.736, 0.350], [-4.034, 3.680, -0.239], [-2.877, 1.528, 0.003], [-1.282, 0.172, -0.756], [0.424, 0.606, -1.993], [0.899, 0.681, -0.273], [2.177, 2.356, -1.468], [2.657, 1.198, -2.724], [5.837, 3.658, 1.476], [7.834, 2.295, 2.711], [7.496, -0.284, 1.898], [4.974, -0.558, -1.140], [3.872, -0.773, 0.235], [3.182, -2.301, -1.516], [3.164, -1.009, -2.735]], "nbo_charge": [-0.408, -0.170, -0.269, 0.188, -0.001, -0.196, -0.231, -0.028, 0.004, -0.233, -0.208, -0.208, -0.175, -0.290, 0.647, -0.641, -0.424, -0.218, -0.237, -0.430, 0.641, -0.627, 0.134, -0.218, -0.320, 0.115, -0.395, -0.217, -0.239, 0.470, -0.028, 0.209, 0.209, 0.238, 0.235, 0.228, 0.228, 0.208, 0.227, 0.201, 0.204, 0.267, 0.194, 0.246, 0.234, 0.206, 0.212, 0.207, 0.268, 0.194], "e_homo_ev": -8.13, "relative_energy_kj_mol": 50.0, "energy_ev": -58582.679, "lumo_ev": 0.22, "homo_lumo_gap_ev": 8.3532}

***

[6]
{"formula": "C5H10O2", "method": "wB97M-V/def2-TZVPD", "symbols": ["C", "C", "C", "O", "C", "C", "O", "H", "H", "H", "H", "H", "H", "H", "H", "H", "H"], "positions_angstrom": [[-2.293, 0.220, -0.906], [-0.915, 0.516, -0.801], [-0.444, 0.730, 1.404], [0.640, -0.192, 1.297], [1.122, -0.178, 0.010], [2.138, -1.270, -0.194], [0.002, -0.438, -0.866], [-2.960, 0.981, -1.292], [-1.722, 0.511, 0.336], [-2.590, -0.822, -0.915], [-0.579, 1.547, -0.934], [-1.019, 0.435, 2.289], [-0.058, 1.754, 1.540], [1.515, 0.821, -0.261], [1.668, -2.239, -0.011], [2.536, -1.245, -1.212], [2.958, -1.133, 0.516]], "nbo_charge": [-0.767, 0.259, -0.421, -0.526, 0.379, -0.635, -0.496, 0.232, 0.401, 0.234, 0.197, 0.187, 0.147, 0.135, 0.229, 0.219, 0.228], "e_homo_ev": -6.95, "relative_energy_kj_mol": 579.1, "energy_ev": -9437.042, "lumo_ev": 1.01, "homo_lumo_gap_ev": 7.9582}